Below is a molecular structure, C41H28BBaF11IN6O2P, with properties calculated with ωB97M-V/def2-TZVPD.

Structure (XYZ):
```
92
C41H28BBaF11IN6O2P | the Open Molecules 2025 dataset | ωB97M-V/def2-TZVPD
Ba 0.1517 -0.9217 -0.8796
O 2.1629 0.5186 -0.0493
C 1.9184 1.3328 0.8659
C 2.6457 2.6560 0.8267
C 3.8305 2.9418 0.1662
C 4.4387 4.1771 0.3505
C 3.8450 5.1209 1.1809
C 2.6414 4.8425 1.8251
C 2.0389 3.6020 1.6530
P 0.4412 2.9718 2.3679
C -0.1946 4.5379 3.1477
C -0.4498 5.6438 2.3273
C -1.1056 6.7669 2.8061
C -1.5458 6.8141 4.1246
C -1.3228 5.7200 4.9467
C -0.6571 4.5988 4.4638
C 1.0387 2.0809 3.8558
C 1.9663 2.6204 4.7413
C 2.3740 1.9054 5.8606
C 1.8543 0.6410 6.1046
C 0.9280 0.0943 5.2251
C 0.5253 0.8096 4.1067
H 4.2638 2.1817 -0.4751
H 5.3770 4.4078 -0.1419
H 4.3231 6.0821 1.3333
H 2.1906 5.5945 2.4617
H -0.1373 5.6160 1.2884
H -1.2821 7.6062 2.1433
H -2.0640 7.6885 4.4990
H -1.6684 5.7344 5.9741
H -0.4920 3.7575 5.1265
H 2.3775 3.6053 4.5477
H 3.1031 2.3325 6.5396
H 2.1769 0.0797 6.9734
H 0.5291 -0.8975 5.3989
H -0.1734 0.3730 3.4026
N -0.4898 -3.6268 -3.3541
C -0.4124 -2.5253 -4.1542
N -0.4844 -2.7816 -5.4733
C -0.4452 -1.6750 -6.2278
N -0.5008 -1.8960 -7.5970
N -0.3685 -0.4279 -5.8296
C -0.3358 -0.2494 -4.4719
N -0.3183 -1.3190 -3.6052
C -0.3306 1.0767 -3.9727
C -0.3711 2.1975 -4.8558
C -0.4074 3.4629 -4.3460
C -0.3935 3.6644 -2.9494
C -0.3227 2.5357 -2.1514
N -0.2994 1.2912 -2.6156
H -0.3618 -4.4831 -3.8658
H -0.1269 -3.6308 -2.4091
H -0.1807 -2.8135 -7.8607
H -0.1213 -1.1349 -8.1355
H -0.3827 2.0149 -5.9200
H -0.4462 4.3142 -5.0175
H -0.4156 4.6528 -2.5114
H -0.2890 2.6360 -1.0672
I -3.4372 0.0792 -0.5735
C -4.5156 -1.7326 -0.4426
C -5.8464 -1.6612 -0.8408
C -6.5486 -2.8479 -1.0268
C -5.9046 -4.0621 -0.8990
C -4.5469 -4.1373 -0.5138
C -3.8280 -5.3563 -0.5338
C -2.4528 -5.3809 -0.2595
C -1.8146 -4.2588 0.2139
C -2.5238 -3.0301 0.4233
C -3.8566 -2.9305 -0.1511
H -6.3109 -0.7053 -1.0388
H -7.5898 -2.8095 -1.3274
H -6.4286 -4.9850 -1.1237
H -4.3454 -6.2545 -0.8526
H -1.8919 -6.3009 -0.3812
H -0.7725 -4.3144 0.5062
F -0.6799 -2.1914 1.8527
B -2.0051 -2.1420 1.5087
F -2.7011 -1.2625 2.2594
F 3.0856 -6.2716 -0.6846
C 2.0552 -5.4252 -0.4826
F 1.1152 -5.7337 -1.3806
F 1.5510 -5.7075 0.7283
C 2.4437 -3.9074 -0.5897
O 1.3597 -3.1611 -0.7518
C 3.4206 -3.7443 -1.8066
F 2.9648 -4.4185 -2.8768
F 4.6731 -4.1833 -1.5739
F 3.5118 -2.4621 -2.1638
C 3.2136 -3.5065 0.7141
F 4.1131 -4.4325 1.1125
F 3.8824 -2.3608 0.5353
F 2.3658 -3.3208 1.7228
```

Results
electronic energy	-3846.4877	hartree
orbital gap (alpha / beta)	4.39 / 4.59	eV
energy relative to the best compared isomer or geometry (same formula, charge and spin)	21.2	kcal per mole
HOMO level (alpha / beta)	-0.4022 / -0.6016	eV
charge	-2

=====

Below is a molecular structure, C41H28Cl5ErF8N5O4S2 in a non-equilibrium geometry, with properties calculated with ωB97M-V/def2-TZVPD.

Structure (XYZ):
```
94
C41H28Cl5ErF8N5O4S2 | the Open Molecules 2025 dataset | ωB97M-V/def2-TZVPD
Er 0.9794 -0.9673 -1.1742
Cl 0.5785 -3.1628 -3.3957
C -0.1428 -3.9331 -2.0114
C 0.0069 -3.2334 -0.8122
C -0.4452 -3.9323 0.3084
Cl -0.2104 -3.1310 1.8152
C -1.0789 -5.1687 0.2619
Cl -1.6775 -5.9254 1.6818
C -1.2852 -5.7655 -0.9787
Cl -2.1527 -7.2419 -1.0951
C -0.7929 -5.1550 -2.1307
Cl -1.0295 -5.8978 -3.6644
F -3.2799 -0.9993 -5.2394
C -2.3428 -0.2291 -4.6271
C -1.5267 -0.7734 -3.6572
C -0.5523 -0.0247 -2.9682
C -0.5079 1.3682 -3.2996
C -1.3229 1.8671 -4.3228
F -1.3023 3.1761 -4.7256
C -2.2361 1.0931 -5.0083
C 0.3306 2.2458 -2.4594
C 0.5030 3.6215 -2.6868
C 1.1862 4.3950 -1.7695
C 1.7312 3.7928 -0.6451
C 1.5583 2.4236 -0.5082
N 0.8806 1.6797 -1.3686
H -1.6859 -1.8183 -3.4212
H -2.8518 1.5168 -5.7859
H 0.1173 4.1040 -3.5661
H 1.2906 5.4597 -1.9268
H 2.2735 4.3640 0.0913
H 1.9721 1.8896 0.3418
F 5.8834 -4.6701 -1.1441
C 4.9219 -3.9345 -0.5834
F 5.4898 -3.2093 0.3751
F 4.0655 -4.7713 0.0053
S 4.0476 -2.8730 -1.8856
O 2.7068 -2.6984 -1.3955
O 4.1922 -3.5843 -3.1103
N 4.9207 -1.5680 -1.7672
S 4.3347 -0.2915 -2.4655
O 2.9027 -0.1623 -2.3184
O 4.8828 0.0109 -3.7447
C 5.0995 1.0156 -1.3321
F 4.3232 1.2817 -0.2818
F 6.2749 0.5953 -0.8719
F 5.3138 2.1817 -1.9535
C -0.7534 3.3336 2.1104
C -1.6838 2.9451 3.2172
C -1.8638 3.7965 4.2977
C -2.7555 3.5036 5.3150
C -3.4886 2.3304 5.2597
C -3.3219 1.4653 4.1952
C -2.4246 1.7535 3.1659
N -2.3433 0.8981 2.0626
C -1.1895 0.3329 1.5055
N -0.1516 0.3204 2.3590
C 1.1961 -0.1052 2.2885
C 1.7830 -0.5525 1.0859
C 3.1400 -0.9149 1.2361
C 3.8349 -0.8713 2.4339
C 3.2005 -0.4153 3.5734
C 1.8787 -0.0073 3.5137
C 1.2140 0.4981 4.7705
N -1.2149 -0.1669 0.3157
C -2.3531 0.1066 -0.4710
C -2.5243 1.3837 -1.0044
C -3.5866 1.6728 -1.8372
C -4.5094 0.6899 -2.1449
C -4.3729 -0.5667 -1.5849
C -3.3240 -0.8701 -0.7315
C -3.2317 -2.2204 -0.0955
H -0.6388 4.4156 2.0784
H -1.1394 2.9876 1.1548
H 0.2323 2.8888 2.2441
H -1.3110 4.7262 4.3240
H -2.8866 4.1933 6.1359
H -4.1905 2.0924 6.0463
H -3.8919 0.5487 4.1481
H -3.2086 0.4810 1.7539
H -0.4172 0.6105 3.2890
H 3.6988 -1.2462 0.3625
H 4.8653 -1.2009 2.4665
H 3.7297 -0.3781 4.5153
H 1.9341 0.5211 5.5849
H 0.3916 -0.1533 5.0748
H 0.8314 1.5126 4.6404
H -1.7920 2.1453 -0.7761
H -3.6933 2.6689 -2.2394
H -5.3336 0.8978 -2.8088
H -5.0991 -1.3365 -1.8043
H -4.0105 -2.8800 -0.4726
H -3.3107 -2.1513 0.9912
H -2.2592 -2.6454 -0.3250
```

Results
2S+1	4
electronic energy	-7065.4494	hartree
orbital gap (alpha / beta)	7.83 / 7.84	eV
energy relative to the best compared isomer or geometry (same formula, charge and spin)	0.0	kcal per mole
HOMO level (alpha / beta)	-5.6563 / -5.6598	eV
charge	-1

=====

Below is a molecular structure, C41H30F4N7O2Ti, with properties calculated with ωB97M-V/def2-TZVPD.

Structure (XYZ):
```
85
C41H30F4N7O2Ti | the Open Molecules 2025 dataset | ωB97M-V/def2-TZVPD
Ti 1.2925 0.3886 0.8826
C -1.3663 1.3486 2.3346
N 0.0491 1.1117 2.7232
C 0.5154 2.3374 3.4691
C 1.4824 3.2997 2.7846
C 1.2401 3.5687 1.3064
N 1.8622 2.5379 0.4825
C 2.6500 2.9048 -0.4439
C 3.3033 2.0405 -1.4185
C 4.0922 2.6324 -2.4074
C 4.7157 1.8683 -3.3745
C 4.5510 0.4867 -3.3614
C 3.7768 -0.1261 -2.3924
C 3.1540 0.6475 -1.4198
O 2.4230 0.0503 -0.4746
C 0.0755 -0.0001 3.7363
C -0.4602 -1.3583 3.2949
C 0.5710 -2.2779 2.6234
N 1.6628 -1.5022 2.0256
C 2.8473 -1.9604 2.1765
C 4.0535 -1.2175 1.9016
C 5.2913 -1.8534 1.7694
C 6.4491 -1.1142 1.6640
C 6.3729 0.2784 1.7449
C 5.1649 0.9240 1.9129
C 3.9738 0.1854 1.9697
O 2.8092 0.7868 2.1085
H -1.9891 1.4076 3.2332
H -1.4483 2.2919 1.8016
H -1.7251 0.5558 1.6845
H -0.3859 2.8815 3.7626
H 0.9876 2.0057 4.3924
H 1.4000 4.2451 3.3255
H 2.5037 2.9459 2.9019
H 0.1720 3.5834 1.0718
H 1.6416 4.5475 1.0290
H 2.8568 3.9722 -0.5613
H 4.2051 3.7104 -2.4086
H 5.3210 2.3393 -4.1362
H 5.0320 -0.1203 -4.1175
H 3.6392 -1.1982 -2.3676
H 1.1098 -0.0886 4.0709
H -0.5204 0.3490 4.5872
H -0.8223 -1.8602 4.1941
H -1.3235 -1.2349 2.6450
H 0.9985 -2.9583 3.3639
H 0.0855 -2.8649 1.8470
H 2.9702 -2.9513 2.6209
H 5.3273 -2.9369 1.7457
H 7.4049 -1.6031 1.5376
H 7.2803 0.8657 1.6770
H 5.1082 2.0029 1.9813
F -1.4082 0.1248 -2.9561
C -2.7362 0.1352 -2.7915
C -3.4783 -0.7474 -3.5232
F -2.8337 -1.5570 -4.3621
C -4.8897 -0.8133 -3.4322
C -5.4605 0.1385 -2.5544
C -4.7093 1.0265 -1.8346
F -5.3435 1.8516 -0.9941
C -3.3066 1.0630 -1.9013
C -2.5027 1.9483 -1.1090
C -1.1946 1.6324 -0.7893
N -0.1256 1.3841 -0.4168
C -2.9801 3.1132 -0.4505
N -3.2791 4.0560 0.1437
F -6.7801 0.1533 -2.3749
C -5.6559 -1.7767 -4.1277
C -7.0738 -1.8415 -4.0723
N -8.2196 -1.9637 -4.0594
C -5.0736 -2.8231 -4.8929
N -4.6680 -3.7002 -5.5209
C -0.2188 -0.9739 0.2688
C -1.1496 -1.6227 -0.1665
C -2.2784 -2.3596 -0.6562
C -2.1336 -3.2910 -1.6852
C -3.2389 -3.9705 -2.1757
C -4.4978 -3.7351 -1.6412
C -4.6524 -2.8067 -0.6183
C -3.5535 -2.1197 -0.1309
H -1.1526 -3.4638 -2.1080
H -3.1204 -4.6747 -2.9886
H -5.3587 -4.2654 -2.0286
H -5.6349 -2.6117 -0.2065
H -3.6734 -1.3843 0.6560
```

Results
2S+1	2
electronic energy	-3363.0475	hartree
orbital gap (alpha / beta)	6.47 / 5.82	eV
energy relative to the best compared isomer or geometry (same formula, charge and spin)	1.9	kcal per mole
HOMO level (alpha / beta)	-7.3656 / -7.9855	eV

=====

Below is a molecular structure, C41H31Br2N3OPW in a non-equilibrium geometry, with properties calculated with ωB97M-V/def2-TZVPD.

Structure (XYZ):
```
80
C41H31Br2N3OPW | the Open Molecules 2025 dataset | ωB97M-V/def2-TZVPD
W 0.2406 0.3406 -0.3845
C 0.7710 1.8344 -3.3971
C 0.6233 2.8490 -2.3082
C 0.6788 4.2274 -2.5989
C 0.5299 5.1572 -1.6075
C 0.2935 4.7393 -0.2815
C 0.1443 5.5845 0.8454
Br 0.2357 7.4582 0.6416
C -0.0668 5.0460 2.0842
C -0.1503 3.6556 2.2675
Br -0.3800 2.9696 4.0036
C -0.0448 2.7847 1.2039
O -0.0984 1.4724 1.2935
C 0.1963 3.3550 -0.0700
N 0.4004 2.4366 -1.0675
H 1.0872 2.3131 -4.3215
H -0.1929 1.3461 -3.5660
H 1.4830 1.0547 -3.1419
H 0.8546 4.5316 -3.6210
H 0.5887 6.2148 -1.8284
H -0.1715 5.6879 2.9482
N 1.1348 -1.1907 -0.8973
P 1.9936 -1.7057 0.3660
C 2.4637 -0.1529 1.1505
C 2.7093 0.9365 0.3003
C 3.0367 2.1867 0.8354
C 3.0964 2.3567 2.1997
C 2.8637 1.2723 3.0516
C 2.5646 0.0302 2.5402
C 3.4586 -2.5969 -0.1715
C 3.6079 -2.9000 -1.5191
C 4.7483 -3.5617 -1.9538
C 5.7365 -3.9094 -1.0450
C 5.5909 -3.5996 0.3031
C 4.4536 -2.9453 0.7414
C 1.1410 -2.7357 1.5644
C 0.2031 -2.1499 2.4184
C -0.5045 -2.9366 3.3100
C -0.2936 -4.3102 3.3420
C 0.6268 -4.8966 2.4857
C 1.3515 -4.1117 1.5999
H 2.7850 0.7903 -0.7742
H 3.2373 3.0139 0.1658
H 3.3309 3.3263 2.6202
H 2.9221 1.4124 4.1229
H 2.3890 -0.8036 3.2072
H 2.8330 -2.6193 -2.2223
H 4.8629 -3.8027 -3.0026
H 6.6267 -4.4227 -1.3850
H 6.3655 -3.8682 1.0094
H 4.3445 -2.7073 1.7946
H 0.0194 -1.0824 2.3752
H -1.2252 -2.4767 3.9738
H -0.8481 -4.9262 4.0389
H 0.7871 -5.9664 2.5067
H 2.0739 -4.5758 0.9405
N -1.5574 -0.0006 -0.6188
C -2.7982 -0.1889 -0.8575
C -3.4300 0.5277 -1.9874
C -3.0625 1.8463 -2.2551
C -3.6204 2.5126 -3.3322
C -4.5289 1.8602 -4.1577
C -4.8906 0.5468 -3.8977
C -4.3533 -0.1186 -2.8062
C -3.5735 -1.1277 -0.0275
C -2.9138 -2.1823 0.6059
C -3.6245 -3.0570 1.4082
C -4.9884 -2.8747 1.5973
C -5.6473 -1.8217 0.9787
C -4.9470 -0.9546 0.1562
H -2.3588 2.3474 -1.6026
H -3.3542 3.5438 -3.5262
H -4.9600 2.3798 -5.0038
H -5.5950 0.0394 -4.5434
H -4.6350 -1.1427 -2.5980
H -1.8525 -2.3171 0.4542
H -3.1131 -3.8828 1.8854
H -5.5414 -3.5579 2.2294
H -6.7080 -1.6778 1.1365
H -5.4560 -0.1297 -0.3247
```

Results
electronic energy	-7376.8409	hartree
orbital gap	6.11	eV
HOMO level	-9.5465	eV
charge	+1

=====

Below is a molecular structure, C41H32AuGeN2O2S2 in a non-equilibrium geometry, with properties calculated with ωB97M-V/def2-TZVPD.

Structure (XYZ):
```
81
C41H32AuGeN2O2S2 | the Open Molecules 2025 dataset | ωB97M-V/def2-TZVPD
Au 1.6226 0.1190 1.8351
S 1.3295 1.2137 6.3593
C 1.2119 -0.5166 6.3767
C 1.0243 -1.3719 7.4605
C 0.9581 -2.7269 7.2056
C 1.0784 -3.2265 5.8992
C 1.2694 -2.3764 4.8295
C 1.3374 -1.0069 5.0802
N 1.5212 -0.0081 4.1233
C 1.5277 1.1798 4.6466
C 1.6858 2.3695 3.7870
C 1.7216 3.6671 4.2917
C 1.9071 4.7349 3.4303
C 2.0665 4.5035 2.0678
C 2.0268 3.2107 1.5555
C 1.8232 2.1443 2.4141
H 0.9282 -0.9892 8.4683
H 0.8111 -3.4150 8.0279
H 1.0228 -4.2947 5.7309
H 1.3642 -2.7491 3.8156
H 1.6151 3.8463 5.3568
H 1.9410 5.7434 3.8194
H 2.2337 5.3403 1.4005
H 2.1704 3.0456 0.4932
O 3.3512 0.2936 0.1846
C 2.6589 0.3978 -0.8360
O 1.3933 0.1403 -0.8241
C 3.2243 0.8572 -2.1583
C 2.0988 1.2426 -3.1190
Ge 0.4687 0.2862 -2.6202
C 0.4261 -1.6078 -2.9333
C 1.6225 -2.3259 -2.8570
C 1.6395 -3.6982 -3.0747
C 0.4619 -4.3672 -3.3885
C -0.7321 -3.6648 -3.4777
C -0.7500 -2.2950 -3.2467
C -0.9691 1.1231 -1.6333
C -2.1933 0.4895 -1.4190
C -3.1265 1.0668 -0.5633
C -2.8486 2.2813 0.0504
C -1.6349 2.9226 -0.1776
C -0.6965 2.3480 -1.0245
C -0.5762 1.0342 -4.5077
C -0.8289 2.3871 -4.5830
C -1.3302 2.8540 -5.7958
C -1.5859 1.9705 -6.8390
C -1.3280 0.6145 -6.6942
C -0.8199 0.1069 -5.4946
H 3.8361 0.0431 -2.5518
H 3.9131 1.6778 -1.9640
H 2.3335 1.0278 -4.1608
H 1.8614 2.3078 -3.0644
H 2.5552 -1.8266 -2.6218
H 2.5742 -4.2427 -3.0110
H 0.4775 -5.4352 -3.5700
H -1.6512 -4.1822 -3.7289
H -1.6911 -1.7678 -3.3380
H -2.4172 -0.4646 -1.8758
H -4.0708 0.5681 -0.3817
H -3.5805 2.7315 0.7092
H -1.4109 3.8611 0.3153
H 0.2590 2.8425 -1.1723
H -0.6517 3.0663 -3.7604
H -1.5335 3.9120 -5.9068
H -1.9919 2.3426 -7.7706
H -1.5070 -0.0719 -7.5131
H -0.5894 -0.9446 -5.3922
S -3.1887 -0.1898 2.8739
C -1.5470 0.3013 2.7112
N -0.7897 -0.4493 1.9820
C -1.5214 -1.5296 1.4777
C -1.0027 -2.5337 0.6604
C -1.8413 -3.5567 0.2751
C -3.1892 -3.5820 0.6720
C -3.7156 -2.5856 1.4681
C -2.8588 -1.5588 1.8717
H -1.1872 1.2050 3.1947
H 0.0361 -2.4989 0.3436
H -1.4546 -4.3527 -0.3465
H -3.8240 -4.3997 0.3539
H -4.7530 -2.6091 1.7787
```

Results
2S+1	3
electronic energy	-4850.2926	hartree
orbital gap (alpha / beta)	8.11 / 5.75	eV
energy relative to the best compared isomer or geometry (same formula, charge and spin)	0.0	kcal per mole
HOMO level (alpha / beta)	-10.4715 / -10.8906	eV
charge	+1

=====

- electronic energy of number 2 (C41H28Cl5ErF8N5O4S2)?
  -7065.4494 hartree

=====

Repeat the fourth record exactly.
Below is a molecular structure, C41H31Br2N3OPW in a non-equilibrium geometry, with properties calculated with ωB97M-V/def2-TZVPD.

Structure (XYZ):
```
80
C41H31Br2N3OPW | the Open Molecules 2025 dataset | ωB97M-V/def2-TZVPD
W 0.2406 0.3406 -0.3845
C 0.7710 1.8344 -3.3971
C 0.6233 2.8490 -2.3082
C 0.6788 4.2274 -2.5989
C 0.5299 5.1572 -1.6075
C 0.2935 4.7393 -0.2815
C 0.1443 5.5845 0.8454
Br 0.2357 7.4582 0.6416
C -0.0668 5.0460 2.0842
C -0.1503 3.6556 2.2675
Br -0.3800 2.9696 4.0036
C -0.0448 2.7847 1.2039
O -0.0984 1.4724 1.2935
C 0.1963 3.3550 -0.0700
N 0.4004 2.4366 -1.0675
H 1.0872 2.3131 -4.3215
H -0.1929 1.3461 -3.5660
H 1.4830 1.0547 -3.1419
H 0.8546 4.5316 -3.6210
H 0.5887 6.2148 -1.8284
H -0.1715 5.6879 2.9482
N 1.1348 -1.1907 -0.8973
P 1.9936 -1.7057 0.3660
C 2.4637 -0.1529 1.1505
C 2.7093 0.9365 0.3003
C 3.0367 2.1867 0.8354
C 3.0964 2.3567 2.1997
C 2.8637 1.2723 3.0516
C 2.5646 0.0302 2.5402
C 3.4586 -2.5969 -0.1715
C 3.6079 -2.9000 -1.5191
C 4.7483 -3.5617 -1.9538
C 5.7365 -3.9094 -1.0450
C 5.5909 -3.5996 0.3031
C 4.4536 -2.9453 0.7414
C 1.1410 -2.7357 1.5644
C 0.2031 -2.1499 2.4184
C -0.5045 -2.9366 3.3100
C -0.2936 -4.3102 3.3420
C 0.6268 -4.8966 2.4857
C 1.3515 -4.1117 1.5999
H 2.7850 0.7903 -0.7742
H 3.2373 3.0139 0.1658
H 3.3309 3.3263 2.6202
H 2.9221 1.4124 4.1229
H 2.3890 -0.8036 3.2072
H 2.8330 -2.6193 -2.2223
H 4.8629 -3.8027 -3.0026
H 6.6267 -4.4227 -1.3850
H 6.3655 -3.8682 1.0094
H 4.3445 -2.7073 1.7946
H 0.0194 -1.0824 2.3752
H -1.2252 -2.4767 3.9738
H -0.8481 -4.9262 4.0389
H 0.7871 -5.9664 2.5067
H 2.0739 -4.5758 0.9405
N -1.5574 -0.0006 -0.6188
C -2.7982 -0.1889 -0.8575
C -3.4300 0.5277 -1.9874
C -3.0625 1.8463 -2.2551
C -3.6204 2.5126 -3.3322
C -4.5289 1.8602 -4.1577
C -4.8906 0.5468 -3.8977
C -4.3533 -0.1186 -2.8062
C -3.5735 -1.1277 -0.0275
C -2.9138 -2.1823 0.6059
C -3.6245 -3.0570 1.4082
C -4.9884 -2.8747 1.5973
C -5.6473 -1.8217 0.9787
C -4.9470 -0.9546 0.1562
H -2.3588 2.3474 -1.6026
H -3.3542 3.5438 -3.5262
H -4.9600 2.3798 -5.0038
H -5.5950 0.0394 -4.5434
H -4.6350 -1.1427 -2.5980
H -1.8525 -2.3171 0.4542
H -3.1131 -3.8828 1.8854
H -5.5414 -3.5579 2.2294
H -6.7080 -1.6778 1.1365
H -5.4560 -0.1297 -0.3247
```

Results
electronic energy	-7376.8409	hartree
orbital gap	6.11	eV
HOMO level	-9.5465	eV
charge	+1

=====

- electronic energy of number 1 (C41H28BBaF11IN6O2P)?
  -3846.4877 hartree